1.
The following is a quantum chemistry calculation of a structure of composition C3H5ErLiO3 at a distorted geometry, from OMol25.

## Properties
Energy above the lowest of the compared OMol25 structures with the same formula, charge and spin: 216.4 kJ/mol
2S+1: 4
⟨S²⟩: 3.7530
Net charge: +3
HOMO-LUMO gap (alpha / beta): 8.96 / 8.93 eV
Electronic energy: -1364.3897 Eh
HOMO (alpha / beta): -23.80 / -23.80 eV

CARTESIAN COORDINATES (ANGSTROEM)
H1 -1.564655 -1.030890 -1.723839
O1 0.798992 1.085522 0.678405
C1 -0.130736 0.683226 1.656053
C2 -0.610954 -0.750325 1.556386
O2 -1.539974 -0.974561 0.459606
C3 -1.143598 -1.421101 -0.676433
O3 -0.029997 -1.148817 -1.186947
Li1 1.204130 2.858996 0.887789
Er1 1.770458 -0.051069 -0.821462
H2 -1.015366 1.343077 1.637873
H3 0.313205 0.763321 2.664160
H4 -1.200477 -0.990778 2.446562
H5 0.214151 -1.473937 1.489701

Force components x, y, z for each atom (eV/Å):
-3.05 -2.59 1.97
2.24 -0.93 -2.63
-1.62 -0.29 1.55
0.35 -0.15 0.50
0.09 -1.83 -0.74
-2.84 5.50 -3.17
6.32 -0.44 1.71
-0.15 1.15 0.59
-1.68 -0.34 0.67
0.30 -0.11 -0.09
-0.03 0.03 -0.33
0.17 0.01 -0.08
-0.10 -0.01 0.06

Results of the natural (NBO) charge analysis, in e, for atoms 1 through 4: 0.31 -1.10 -0.14 -0.14

---

2.
The following is a quantum chemistry calculation of an isolated molecule of C3H5F, from OMol25.

## Properties
Energy above the lowest of the compared OMol25 structures with the same formula, charge and spin: 0.0 kJ/mol
2S+1: 1
HOMO-LUMO gap: 11.20 eV
Electronic energy: -217.1382 Eh
HOMO: -10.01 eV

CARTESIAN COORDINATES (ANGSTROEM)
C1 -0.536469 0.927533 -0.873878
C2 0.321178 0.487511 0.026328
C3 0.282968 -0.873998 0.645003
F1 -0.755194 -1.635165 0.171238
H1 -0.464342 1.917515 -1.289525
H2 -1.343135 0.308420 -1.229181
H3 1.135485 1.099552 0.389512
H4 0.153665 -0.804306 1.732746
H5 1.205843 -1.427062 0.427758

Force components x, y, z for each atom (eV/Å):
-0.04 0.01 -0.05
0.02 -0.32 0.17
0.35 0.11 0.23
-0.50 -0.23 -0.30
0.08 0.19 -0.03
-0.12 -0.15 -0.02
0.08 0.18 -0.02
0.16 0.04 -0.11
-0.02 0.15 0.12

Results of the natural (NBO) charge analysis, in e, for atoms 1 through 4: -0.39 -0.23 0.02 -0.36

---

3.
The following is a quantum chemistry calculation of an isolated molecule of C3H5F2IO at a distorted geometry, from OMol25.

## Properties
2S+1: 3
⟨S²⟩: 2.0055
HOMO-LUMO gap (alpha / beta): 6.73 / 6.69 eV
Electronic energy: -689.7890 Eh
HOMO (alpha / beta): -6.06 / -10.44 eV

CARTESIAN COORDINATES (ANGSTROEM)
C1 1.680909 -0.141223 -0.667468
C2 0.452034 0.283519 0.209283
C3 -1.764252 -0.381109 0.454566
O1 -0.553687 -0.578536 -0.275810
F1 -2.684991 -1.210694 0.029704
F2 -1.515152 -0.510569 1.783864
I1 -2.666084 1.613234 -0.031980
H1 1.815871 -1.288835 -0.579335
H2 1.679532 0.261665 -1.730614
H3 2.683739 0.293738 -0.371844
H4 0.013240 1.374123 -0.073015
H5 0.858840 0.284687 1.252650

Force components x, y, z for each atom (eV/Å):
1.45 0.28 -0.50
1.51 2.15 -2.30
3.78 -1.45 0.10
-1.83 -0.81 2.12
-0.47 -1.22 -0.08
-0.35 -0.68 0.06
-1.77 3.59 -0.88
-0.44 1.94 -0.49
-0.74 -1.10 1.05
-1.22 -0.35 0.52
1.53 -1.86 0.85
-1.44 -0.50 -0.47

Results of the natural (NBO) charge analysis, in e, for atoms 1 through 4: -0.64 -0.09 0.65 -0.55

---

4.
The following is a quantum chemistry calculation of a cluster of 2 separate species, C3H5F2N in total at a distorted geometry, from OMol25.

## Properties
Energy above the lowest of the compared OMol25 structures with the same formula, charge and spin: 422.5 kJ/mol
2S+1: 1
HOMO-LUMO gap (alpha / beta): 8.84 / 8.46 eV
Electronic energy: -371.6075 Eh
HOMO (alpha / beta): -8.35 / -8.08 eV

CARTESIAN COORDINATES (ANGSTROEM)
C1 -1.352107 1.012820 -1.259248
C2 -1.669754 0.852530 -0.015754
C3 0.745035 -0.667119 0.987474
N1 1.719657 -0.795501 0.066464
F1 1.125073 0.106670 2.042616
F2 0.088178 -1.796156 1.432894
H1 -1.827670 1.795422 -1.962448
H2 -0.545999 0.672398 -1.942412
H3 -2.344592 1.085007 0.727300
H4 2.601255 -0.753904 0.526092
H5 1.460924 -1.512168 -0.602978

Force components x, y, z for each atom (eV/Å):
-0.19 2.00 -2.38
2.13 -1.28 -1.52
-2.14 0.99 1.30
-1.02 -0.21 -0.25
-0.19 -0.92 -0.71
0.83 0.69 -0.16
-0.23 -0.83 1.36
-0.05 -0.68 1.39
-1.20 0.58 1.21
1.21 -0.41 -0.34
0.84 0.07 0.08

Results of the natural (NBO) charge analysis, in e, for atoms 1 through 4: -0.54 -0.10 0.82 -0.88